The following is a quantum chemistry calculation of a cluster of 3 separate species, C18H32BF2N3O5 in total, from the OMol25 dataset.

Output
- Strongest force on any atom: 1.0 eV/A
- LUMO energy: 0.55 eV
- Gap between HOMO and LUMO: 8.81 eV
- SMILES: CCOB(O)[C@@H](OC[C@H](C)O)O[C@@H](CCF)CNF.c1cc[nH]c1.c1cc[nH]c1

Cartesian coordinates (Å):
C  -1.3307  1.5025  3.7909
C  -1.1759  1.4587  2.2910
O  -2.1555  0.5705  1.7170
B  -2.6468  0.9908  0.5140
O  -3.9007  1.5587  0.4145
C  -1.8869  0.6649  -0.8598
O  -2.0067  1.6907  -1.8434
C  -0.9317  2.5858  -1.9863
C  -0.7657  3.6189  -0.8709
C  -0.2774  4.9463  -1.4612
O  0.1216  3.2078  0.1563
O  -0.5617  0.2634  -0.6395
C  -0.0619  -0.6982  -1.5632
C  1.4135  -0.3863  -1.8660
C  2.4532  -1.3366  -1.3180
F  2.3846  -1.3933  0.0704
C  -0.3367  -2.0793  -0.9856
N  -0.0149  -3.1282  -1.9298
F  -1.1702  -3.4373  -2.6746
H  -1.1690  0.5318  4.2535
H  -2.2884  1.9190  4.0918
H  -0.5612  2.1759  4.1777
H  -1.3089  2.4716  1.9037
H  -0.1811  1.1176  2.0131
H  -3.8854  2.4927  0.2055
H  -2.4364  -0.1844  -1.2938
H  0.0147  2.0633  -2.1618
H  -1.1527  3.1296  -2.9032
H  -1.7417  3.8001  -0.4162
H  -0.8815  5.2695  -2.3053
H  0.7436  4.8007  -1.8229
H  -0.2448  5.7138  -0.6931
H  0.8454  2.7358  -0.2589
H  -0.6216  -0.6347  -2.5003
H  1.6438  0.6027  -1.4713
H  1.5564  -0.3646  -2.9464
H  3.4464  -0.9684  -1.5759
H  2.3511  -2.3389  -1.7262
H  0.1922  -2.2535  -0.0507
H  -1.4023  -2.1283  -0.7392
H  0.2456  -3.9848  -1.4580
C  2.0168  -4.4472  -5.6979
C  0.6840  -4.3190  -5.2175
C  -0.0718  -5.2587  -5.8648
N  0.7516  -5.9480  -6.7140
C  2.0258  -5.4603  -6.6192
H  2.8713  -3.8627  -5.3998
H  0.3256  -3.6175  -4.4866
H  -1.1193  -5.4948  -5.7926
H  0.4637  -6.6955  -7.3166
H  2.8246  -5.8739  -7.2102
C  1.1452  2.4208  8.3334
C  0.3413  1.3269  8.7550
C  0.3135  0.4215  7.7285
N  1.0683  0.9261  6.7057
C  1.5789  2.1432  7.0649
H  1.3776  3.3085  8.8970
H  -0.1587  1.2183  9.7025
H  -0.1761  -0.5328  7.6393
H  1.2205  0.4746  5.8235
H  2.2037  2.7041  6.3915

=====

The following is a quantum chemistry calculation of the molecule C4H6ClNO at a distorted geometry, from the OMol25 dataset.

Output
- Strongest force on any atom: 1.1 eV/A
- LUMO energy: 0.76 eV
- Gap between HOMO and LUMO: 10.73 eV
- SMILES: O=C1NCC[C@H]1Cl
- ΔE to the lowest compared entry with this formula, charge and spin: 0.000 eV

Cartesian coordinates (Å):
O  -0.0607  2.1004  -0.0031
C  -0.4398  0.9500  0.0806
N  -1.7267  0.5050  -0.1525
C  -1.9178  -0.9235  -0.0293
C  -0.4575  -1.4622  -0.0613
C  0.3697  -0.2893  0.4676
Cl  2.0358  -0.2495  -0.1381
H  -2.4710  1.1513  -0.4134
H  -2.3505  -1.1989  0.9369
H  -2.5157  -1.3497  -0.8339
H  -0.3221  -2.3739  0.5348
H  -0.1527  -1.6961  -1.0814
H  0.4485  -0.2798  1.5515

=====

The following is a quantum chemistry calculation of a structure of composition C5H10O, from the OMol25 dataset.

Output
- Strongest force on any atom: 0.3 eV/A
- LUMO energy: 0.92 eV
- Gap between HOMO and LUMO: 8.98 eV
- ΔE to the lowest compared entry with this formula, charge and spin: 4.443 eV

Cartesian coordinates (Å):
C  1.6662  -0.2345  1.1015
C  0.9603  -0.0030  -0.2248
C  0.1131  -1.0723  -0.8871
C  -0.5290  0.0190  -0.2744
C  -1.6386  0.3378  0.6667
O  -1.0317  0.7768  -1.8499
H  2.6255  -0.7306  0.9094
H  1.8737  0.6980  1.6421
H  1.0829  -0.8945  1.7554
H  1.5103  0.6858  -0.8753
H  -0.4680  -0.2044  -2.0202
H  0.0481  -2.1199  -0.6062
H  -2.5810  -0.0794  0.2989
H  -1.7627  1.4156  0.8117
H  -1.4145  -0.1180  1.6384
H  -0.4547  1.5237  -2.0864

=====

The following is a quantum chemistry calculation of a cluster of 2 separate species, C8H13N6 in total at a distorted geometry, from the OMol25 dataset.

Output
- Strongest force on any atom: 1.7 eV/A
- Net charge: +1
- LUMO energy: -4.20 eV
- Gap between HOMO and LUMO: 8.21 eV
- ΔE to the lowest compared entry with this formula, charge and spin: 1.690 eV

Cartesian coordinates (Å):
C  -1.3050  -3.3419  0.6142
C  -1.5062  -2.8046  -0.6117
C  -2.7950  2.3557  0.6247
C  -0.3917  -1.3036  0.6021
C  -0.8864  1.5237  0.9300
C  -0.9389  -0.6695  -1.7347
C  2.5364  1.1883  -0.5150
C  0.4639  1.1075  0.7533
N  -0.6234  -2.3981  1.3390
N  -1.6317  2.1231  0.0054
N  -2.8187  1.9332  1.8741
N  -1.6223  1.4096  2.0689
N  -0.9424  -1.5547  -0.5995
N  1.1311  1.4063  -0.3283
H  -1.5899  -4.2965  1.0025
H  -1.9951  -3.1983  -1.4773
H  -3.6283  2.8399  0.1614
H  -1.3756  0.2976  -1.4728
H  0.0818  -0.5226  -2.0978
H  -1.5287  -1.1108  -2.5384
H  2.7283  0.7813  -1.5075
H  3.0791  2.1325  -0.4276
H  2.9146  0.4973  0.2361
H  1.0073  0.7159  1.6008
H  -1.3790  1.0068  2.9620
H  0.6159  1.8607  -1.0775
H  -0.3184  -2.5257  2.2902